Record 1
The following is a quantum chemistry calculation of C35H42N5O3PRuSeTe as an isolated structure, from the Open Molecules 2025 dataset.

The geometry in XYZ format:
```
89
C35H42N5O3PRuSeTe, DFT the ωB97M-V functional and the def2-TZVPD basis
Ru -0.572 1.718 0.173
O 0.119 3.013 4.089
C 0.165 3.126 2.889
O -0.810 2.831 2.062
C 1.420 3.670 2.186
P 1.823 2.553 0.809
C 2.907 1.293 1.534
C 2.509 0.684 2.726
C 3.310 -0.284 3.310
C 4.499 -0.668 2.702
C 4.892 -0.072 1.514
C 4.103 0.912 0.932
C 2.774 3.459 -0.428
C 2.970 2.888 -1.686
C 3.667 3.576 -2.664
C 4.162 4.847 -2.403
C 3.962 5.426 -1.159
C 3.271 4.736 -0.172
H 2.244 3.793 2.885
H 1.153 4.641 1.762
H 1.588 0.970 3.221
H 3.004 -0.736 4.245
H 5.123 -1.424 3.162
H 5.825 -0.356 1.044
H 4.436 1.389 0.019
H 2.560 1.908 -1.895
H 3.819 3.125 -3.637
H 4.701 5.386 -3.170
H 4.347 6.415 -0.950
H 3.140 5.196 0.799
C -3.248 4.270 0.609
Te -1.337 4.552 -0.252
C -2.052 4.776 -2.237
H -3.779 5.218 0.586
H -3.087 3.941 1.632
H -3.768 3.512 0.031
H -2.827 4.033 -2.406
H -1.226 4.616 -2.926
H -2.448 5.779 -2.366
C -4.499 -1.940 2.835
C -4.174 -2.915 1.709
C -4.602 -2.411 0.334
C -3.758 -1.257 -0.195
N -2.364 -1.664 -0.400
C -1.307 -1.368 0.373
Se -1.293 -0.103 1.784
N -0.234 -2.037 -0.076
C 1.110 -1.996 0.507
C 1.232 -2.907 1.717
C 0.987 -4.380 1.415
C 1.129 -5.245 2.660
C -0.600 -2.770 -1.200
C 0.134 -3.589 -2.052
C -0.545 -4.128 -3.127
C -1.905 -3.867 -3.347
C -2.637 -3.070 -2.491
C -1.952 -2.530 -1.407
H -4.225 -2.352 3.806
H -5.568 -1.723 2.859
H -3.970 -0.992 2.724
H -4.672 -3.868 1.898
H -3.101 -3.143 1.703
H -5.635 -2.057 0.379
H -4.590 -3.227 -0.392
H -3.746 -0.408 0.486
H -4.127 -0.896 -1.155
H 1.331 -0.961 0.762
H 1.796 -2.293 -0.287
H 0.537 -2.561 2.489
H 2.235 -2.771 2.128
H 1.690 -4.716 0.646
H -0.014 -4.512 0.991
H 2.136 -5.171 3.076
H 0.936 -6.295 2.444
H 0.428 -4.932 3.435
H 1.181 -3.798 -1.886
H -0.015 -4.769 -3.819
H -2.391 -4.298 -4.212
H -3.684 -2.867 -2.668
N 1.086 -0.285 -3.405
C 0.160 0.281 -2.617
O 0.501 0.654 -1.446
C -1.173 0.429 -3.090
C -1.601 -0.067 -4.341
N -1.943 -0.511 -5.349
C -2.005 1.046 -2.161
N -2.490 1.553 -1.231
H 2.015 -0.417 -3.048
H 0.857 -0.606 -4.331
```

Summary:
Charge: +1
Spin multiplicity: 6
E_tot, Eh: -4963.90793
Energy above the lowest of the compared OMol25 structures with the same formula, charge and spin, kcal per mole: 0.0

Here are the Mulliken charges for atoms 1 to 2, given in e: Ru 1.3307; O -0.6556

Record 2
The following is a quantum chemistry calculation of C35H43ClP2PtSi2 as an isolated structure, from the Open Molecules 2025 dataset.

The geometry in XYZ format:
```
84
C35H43ClP2PtSi2, DFT the ωB97M-V functional and the def2-TZVPD basis
C -2.031 -0.865 3.824
C -2.092 -0.171 2.627
C -2.080 -1.138 1.515
H -2.248 0.893 2.475
C -2.060 -2.473 2.178
C -1.978 -2.286 3.553
H -1.874 -3.075 4.298
H -2.031 -0.442 4.833
H -2.630 -0.875 0.596
H -2.077 -3.427 1.652
Pt -0.476 -1.104 0.178
Si -0.799 -0.495 -1.972
C -0.440 1.129 -2.918
C 0.885 1.237 -3.339
H 1.640 0.533 -2.970
C 1.250 2.213 -4.269
H 2.301 2.290 -4.576
C 0.267 3.078 -4.777
H 0.558 3.849 -5.488
C -1.064 2.966 -4.362
H -1.822 3.652 -4.765
C -1.416 2.006 -3.405
H -2.437 1.933 -3.035
C -0.111 -1.636 -3.341
C -0.746 -1.841 -4.576
H -1.604 -1.231 -4.862
C -0.281 -2.864 -5.396
H -0.821 -3.121 -6.316
C 0.845 -3.600 -5.030
H 1.153 -4.467 -5.619
C 1.587 -3.250 -3.898
H 2.504 -3.771 -3.636
C 1.099 -2.251 -3.048
H 1.655 -2.004 -2.135
H -2.241 -0.628 -2.288
Si 2.391 2.615 0.239
C -1.281 -2.902 -0.560
C -2.518 -3.003 -1.192
H -3.240 -2.191 -1.068
C -2.727 -4.072 -2.082
H -3.621 -4.102 -2.715
C -1.762 -5.088 -2.183
H -1.909 -5.912 -2.883
C -0.616 -5.058 -1.371
H 0.107 -5.871 -1.402
C -0.365 -3.955 -0.540
H 0.531 -3.829 0.062
C 0.618 3.022 -0.266
C -0.647 2.463 0.055
H -0.706 1.448 0.490
C -1.831 3.190 -0.175
H -2.795 2.775 0.165
C -1.782 4.431 -0.816
H -2.697 5.009 -0.974
C -0.551 4.914 -1.288
H -0.497 5.880 -1.788
C 0.616 4.171 -1.091
H 1.562 4.513 -1.506
H 3.135 2.511 -0.987
Cl 3.059 3.995 1.633
C 3.107 -1.152 1.456
P 1.401 -0.706 1.944
C 1.144 -2.064 3.171
C 1.695 0.685 3.246
C 0.596 1.741 3.242
P 0.633 3.060 4.593
C 2.395 3.177 5.097
C 0.029 2.053 6.013
H 3.074 -2.104 0.917
H 3.798 -1.268 2.304
H 3.486 -0.381 0.783
H 2.096 -2.382 3.647
H 0.455 -1.716 3.958
H 0.689 -2.911 2.648
H 1.772 0.214 4.240
H 2.678 1.111 3.007
H 0.565 2.275 2.261
H -0.381 1.242 3.393
H 2.445 4.088 5.716
H 2.709 2.318 5.702
H 3.073 3.333 4.247
H -0.748 1.336 5.726
H 0.851 1.541 6.529
H -0.419 2.790 6.694
```

Summary:
Charge: 0
Spin multiplicity: 3
E_tot, Eh: -3200.54471
Energy above the lowest of the compared OMol25 structures with the same formula, charge and spin, kcal per mole: 70.0

Here are the Mulliken charges for atoms 1 to 2, given in e: C 0.0922; C -1.0193

Record 3
The following is a quantum chemistry calculation of C35H43CoN2O6 as an isolated structure, from the Open Molecules 2025 dataset.

The geometry in XYZ format:
```
87
C35H43CoN2O6, DFT the ωB97M-V functional and the def2-TZVPD basis
Co 0.027 -2.295 -0.874
C 2.362 3.526 1.358
C 3.301 3.070 0.234
C 4.735 3.178 0.767
C 3.157 4.010 -0.970
C 2.935 1.655 -0.195
C 1.616 1.359 -0.523
C 1.257 0.062 -0.865
N 0.022 -0.476 -1.127
C -1.219 0.097 -1.161
C -1.620 1.421 -1.312
C -2.970 1.748 -1.255
C -3.905 0.741 -1.008
C -3.567 -0.597 -0.898
C -2.207 -0.931 -1.040
O -1.752 -2.155 -1.050
C -4.564 -1.698 -0.575
C -4.148 -2.318 0.767
C -4.514 -2.772 -1.668
C -6.008 -1.196 -0.473
C -3.401 3.194 -1.483
C -4.918 3.389 -1.367
C -2.738 4.121 -0.455
C -2.973 3.616 -2.897
C 2.244 -0.973 -0.867
O 1.793 -2.179 -1.121
C 3.585 -0.674 -0.581
C 3.888 0.641 -0.255
C 4.611 -1.794 -0.541
C 6.037 -1.287 -0.307
C 4.226 -2.754 0.592
C 4.588 -2.549 -1.874
H 2.621 4.535 1.672
H 2.452 2.860 2.214
H 1.324 3.528 1.039
H 4.925 4.203 1.084
H 5.468 2.926 0.006
H 4.874 2.527 1.627
H 3.459 5.019 -0.697
H 2.128 4.043 -1.317
H 3.785 3.671 -1.792
H 0.853 2.116 -0.471
H -0.885 2.184 -1.507
H -4.943 1.006 -0.906
H -3.140 -2.722 0.694
H -4.824 -3.124 1.045
H -4.159 -1.568 1.555
H -3.514 -3.188 -1.740
H -4.784 -2.341 -2.629
H -5.212 -3.575 -1.439
H -6.131 -0.480 0.336
H -6.667 -2.041 -0.275
H -6.325 -0.737 -1.408
H -5.260 3.163 -0.360
H -5.451 2.761 -2.076
H -5.172 4.426 -1.583
H -3.027 3.836 0.555
H -3.053 5.149 -0.628
H -1.654 4.085 -0.521
H -3.403 2.943 -3.636
H -1.891 3.591 -3.004
H -3.312 4.628 -3.111
H 4.907 0.875 -0.013
H 6.150 -0.854 0.685
H 6.312 -0.544 -1.054
H 6.734 -2.120 -0.387
H 4.212 -2.234 1.548
H 4.942 -3.572 0.653
H 3.238 -3.169 0.411
H 4.827 -1.874 -2.692
H 3.603 -2.970 -2.046
H 5.318 -3.356 -1.862
O 0.104 -1.813 6.283
C 0.070 -2.858 5.642
O 0.058 -4.039 5.960
C 0.044 -2.627 4.068
C 0.008 -1.332 3.572
C 0.021 -1.150 2.200
N 0.052 -2.171 1.357
C 0.069 -3.418 1.824
C 0.072 -3.692 3.185
C 0.073 -4.521 0.756
O 0.121 -5.688 1.099
O 0.013 -4.101 -0.449
H -0.022 -0.499 4.259
H 0.010 -0.161 1.760
H 0.096 -4.712 3.539
```

Summary:
Charge: -1
Spin multiplicity: 4
E_tot, Eh: -3303.37231

Here are the Mulliken charges for atoms 1 to 2, given in e: Co -0.1233; C -1.5766